DFT (ωB97M-V/def2-TZVPD) results for a structure of composition C27H33BaIN5O2S.

The geometry in XYZ format:
```
70
Properties=species:S:1:pos:R:3:forces:R:3:mulliken_charge:R:1
H -6.525628 -2.759714 -3.854146 -0.011 0.021 0.017 0.2277
C 0.928583 -2.914895 0.239163 -0.012 0.193 -0.105 0.0605
C -3.536602 -1.167875 -4.787198 -0.043 -0.031 -0.093 0.2868
C 3.286211 -3.258569 0.970552 -0.038 0.018 -0.022 -0.2841
C -5.699680 -1.798575 -5.611637 0.003 -0.076 -0.057 -0.7328
H -4.734756 -4.565459 -0.652167 0.000 0.004 -0.003 0.2951
H -1.350130 -5.801481 -0.082174 0.000 0.012 0.004 0.1207
N -2.232867 -3.345244 -1.059974 0.023 -0.008 0.017 0.6785
H 3.882367 1.034194 -1.506240 -0.003 0.003 -0.002 0.4496
H -5.720492 -0.827532 -6.101027 0.025 0.012 0.028 0.4451
C 4.286455 -4.033016 1.534978 -0.010 -0.014 0.005 -0.7660
H -4.810714 -4.089232 -4.808550 0.000 0.002 -0.015 0.4283
C 1.597040 2.989750 -2.709011 -0.062 0.052 -0.033 0.2248
H -7.598854 -1.582898 -4.608017 0.005 0.004 -0.010 0.4443
H -1.444535 -2.665253 -6.041114 -0.005 0.003 0.009 0.4664
H 1.772944 4.495425 -4.235076 -0.006 -0.002 0.006 0.3781
Ba 0.251560 0.394377 -0.402707 -0.200 0.301 0.120 1.5919
C 3.452808 1.810343 -2.128815 0.035 -0.003 0.013 -0.3624
H 0.711081 -5.440625 1.173105 0.005 0.011 -0.003 0.4112
C -3.584504 -2.835784 -1.298594 0.066 0.001 -0.015 -0.0152
H -4.415058 -3.370553 0.616314 -0.004 0.001 -0.006 0.3061
H -0.799126 -4.442393 -2.104529 0.014 -0.006 0.002 0.3785
H -1.675978 -6.695143 -1.571343 0.001 0.004 0.006 0.4142
C 4.000677 -5.319488 1.970541 0.034 -0.001 0.006 -0.3353
H 4.779386 -5.928046 2.411775 0.000 0.010 -0.001 0.3972
H -6.213452 -1.020357 -3.666762 0.003 0.001 0.016 0.2802
H 1.403679 -1.807592 -2.957993 0.002 -0.014 -0.022 0.4381
H 5.287871 -3.636026 1.637088 -0.003 0.000 -0.003 0.3974
C 4.231882 2.499357 -3.038292 -0.029 0.014 0.001 -0.6006
H -3.011259 -5.997110 -0.652655 -0.004 0.000 -0.011 0.2367
C -3.991328 -3.573778 -5.319326 -0.002 0.033 0.042 -0.1703
N -4.302003 -2.146846 -5.326272 -0.052 0.049 0.090 0.2297
C -4.648700 -3.499991 -0.440477 -0.012 -0.016 0.024 -1.4327
N -0.459178 -0.959341 -2.728394 0.051 0.012 0.034 0.1393
H -2.394633 -0.236590 -2.660962 0.000 0.003 -0.005 0.6481
H 0.856024 -2.899236 -5.128371 0.006 0.001 0.014 0.4617
C 2.279266 3.740952 -3.651573 0.026 -0.033 0.028 -0.4391
C 1.715860 -5.054592 1.276231 -0.017 0.038 -0.003 -0.1340
C -1.980782 -5.839454 -0.967151 0.000 -0.014 -0.014 -0.9788
H -4.697721 -3.986011 -7.325395 0.001 -0.018 0.002 0.3628
C -1.181705 -2.201233 -5.099485 -0.002 0.010 -0.020 0.4539
H -3.644217 -5.229282 -6.655052 0.001 0.007 -0.006 0.4279
C -3.811679 -4.153392 -6.713360 -0.003 -0.020 -0.027 -1.3597
N -0.245051 -3.453137 0.035907 0.029 -0.074 0.068 -0.2708
C -1.832326 -4.561182 -1.781062 -0.012 0.014 0.002 -0.1181
H -6.070273 -2.538176 -6.321487 -0.015 0.023 -0.018 0.3396
H 2.493638 -6.830145 2.182656 0.001 0.006 0.000 0.4044
H 3.493690 -2.255440 0.625335 0.016 0.003 0.007 0.3748
C 1.994958 -3.762155 0.837941 0.001 -0.123 0.013 0.4341
H -2.966421 -3.701062 -7.233300 0.002 0.008 0.015 0.2470
C 0.418818 -1.709862 -3.401732 0.048 0.020 -0.059 -0.6729
C 2.715776 -5.827723 1.841036 -0.027 -0.043 0.009 -0.6902
N 2.145347 2.049716 -1.957979 0.039 -0.087 -0.019 -0.1860
C -1.393216 -2.790727 -0.173713 -0.060 -0.004 0.009 0.4099
H 5.283108 2.270684 -3.136137 0.000 -0.003 0.002 0.3975
O 1.243837 -1.718256 -0.094579 0.199 -0.360 0.049 -0.8405
H -3.795598 -2.985001 -2.360528 -0.027 -0.006 -0.003 -0.4560
S -1.890480 -1.410774 0.755249 0.050 -0.033 -0.080 -0.3571
C 0.107396 -2.326829 -4.599099 -0.033 -0.026 0.037 -1.0939
C 3.631145 3.482145 -3.811824 -0.006 0.002 0.001 -0.2689
I -0.458885 3.324395 -2.421707 -0.050 0.082 -0.088 0.0408
H 4.206515 4.044280 -4.535221 0.004 -0.003 0.002 0.4031
O -3.955872 -0.034727 -4.597939 0.024 -0.008 0.003 -0.6805
H -2.455388 -4.611124 -2.675580 -0.007 0.004 0.013 -0.1949
C -2.115157 -1.463890 -4.386811 0.030 -0.001 0.145 0.3621
H -3.103449 -3.743993 -4.713199 0.000 -0.006 -0.013 -0.0261
H -5.617751 -3.039019 -0.636050 0.003 0.001 0.005 0.4584
H -3.575572 -1.766059 -1.106667 -0.018 0.012 -0.008 0.4499
C -6.559077 -1.789402 -4.355367 0.038 -0.029 -0.007 -1.0431
C -1.691146 -0.849790 -3.213507 -0.010 0.063 -0.091 -0.8926
```
Positions in Å, forces in eV/Å.

Calculated values
ΔE to the lowest compared entry with this formula, charge and spin	3.2	kJ/mol
charge	+1
frontier orbital gap	7.96	eV
F_max	0.4	eV/Å
total energy	-2194.248565	Eh

DFT (ωB97M-V/def2-TZVPD) results for a structure of composition C27H33BrCdCl6N6O11S.

The geometry in XYZ format:
```
86
Properties=species:S:1:pos:R:3:forces:R:3:mulliken_charge:R:1
Cl -2.137941 3.794206 1.065930 0.089 -0.136 -0.052 1.7328
H 3.429778 -2.379412 3.723814 0.048 0.009 -0.024 0.1995
H 4.398120 -0.871696 -0.839708 -0.042 -0.036 -0.028 0.8307
H 5.396764 0.506992 -0.422818 0.046 0.035 -0.017 0.1575
O -2.886762 2.639747 0.527033 0.251 0.403 0.020 -0.7354
H -3.811856 -4.553755 -0.852518 0.011 0.022 -0.033 0.2735
H -3.295582 2.142974 -1.953272 0.012 0.018 0.021 0.2860
H -4.127897 0.640319 -4.576524 0.028 0.018 0.007 0.2896
H -0.350684 -4.695061 0.915094 -0.022 -0.003 0.014 0.3318
C -1.094476 0.352853 -4.696149 -0.066 0.000 -0.008 -0.9796
C -0.309121 3.382619 -2.178734 -0.028 -0.179 -0.041 -0.4792
S 4.778681 -2.508600 1.151588 0.008 0.033 -0.026 1.0957
H 0.023168 -3.768146 -0.534582 0.009 0.025 -0.012 0.2185
H 4.216977 -0.406681 2.043300 0.039 0.019 0.001 0.3381
C 1.905717 2.300206 0.482263 -0.323 0.021 -0.057 -0.8319
H 2.258808 -1.741923 -0.675303 0.006 0.033 -0.001 -0.0537
H 2.316052 -0.863057 -2.218610 0.025 0.002 0.002 0.5084
C -0.960726 0.904422 5.365107 0.028 0.014 0.012 0.4190
C -0.503372 4.485029 -2.997407 0.071 -0.023 0.002 -0.8811
C -2.167383 -0.336698 -2.634168 -0.125 0.094 0.005 0.2796
C -3.201000 -4.604460 0.050730 0.072 0.026 0.025 -1.0653
C 0.131007 0.450062 4.633200 0.104 -0.051 -0.038 -0.0737
H -3.281947 -0.373104 -5.748661 -0.002 -0.018 -0.024 0.3944
C -2.184715 1.069290 4.724695 -0.085 -0.003 0.032 -0.1974
Br -2.121268 6.199416 -4.582508 -0.001 0.013 -0.026 -0.1614
N 1.251692 1.327237 -0.219722 -0.029 -0.172 0.189 0.3098
H 0.316852 5.145462 -3.239136 -0.005 -0.012 0.006 0.4710
Cl 1.643156 0.178744 5.429650 -0.066 -0.013 -0.048 -0.2200
Cd -1.124414 0.878719 0.371617 0.158 -0.034 -0.445 2.9806
H -0.302325 0.577803 -3.989485 -0.007 -0.001 0.026 0.1841
C -2.276429 0.834494 3.353277 -0.058 0.083 -0.065 1.3401
H -1.368696 1.264595 -5.230003 0.011 0.013 0.002 0.4113
O -2.663595 4.158137 2.343487 0.122 -0.077 -0.293 -0.6685
Cl 1.345077 -0.470569 2.408605 -0.011 -0.029 0.068 0.2325
H 4.679613 -2.945653 4.829909 0.026 -0.006 -0.015 0.4288
H -3.755789 -1.705933 -2.159337 -0.011 -0.030 -0.015 0.5153
C -3.469174 -0.678397 -1.911152 -0.029 0.001 0.041 -1.3883
O -2.204479 4.883630 0.132524 0.017 -0.241 0.193 -0.6901
C 3.202150 1.936203 0.618038 0.301 0.028 -0.010 -0.5201
H -0.740479 -0.388399 -5.415096 -0.014 -0.001 -0.003 0.3374
C -0.705733 -4.434160 -0.084248 -0.047 0.011 0.021 -1.0356
N 3.367092 0.715241 -0.014888 0.198 -0.050 0.053 0.2741
O 5.758004 -2.947399 0.185472 -0.146 -0.043 0.084 -0.7373
O 3.384442 -2.829126 0.941847 0.052 -0.014 -0.032 -0.5595
H -4.080986 -1.125287 -4.379759 0.014 0.006 0.009 0.3514
N -2.251018 -0.147572 -3.966275 -0.013 -0.052 0.030 0.2235
O -3.334252 -0.507083 -0.520670 0.009 -0.075 0.017 -0.2456
C -3.365533 -1.713477 0.228254 -0.004 0.089 -0.098 -1.2260
H -3.817917 -4.343296 0.909365 -0.004 0.007 0.028 0.3828
Cl -0.805075 1.232479 7.048455 -0.001 -0.029 -0.041 -0.2048
H 0.676641 3.160770 -1.794634 0.018 0.015 0.063 0.2428
H -2.884785 -5.635554 0.180973 -0.003 -0.023 0.008 0.4080
Cl -3.561174 1.568629 5.634367 0.072 -0.034 0.005 -0.2087
H 5.934719 -0.512105 1.587942 -0.035 0.037 -0.028 0.6643
H 4.981447 -4.157668 2.703108 0.077 -0.025 0.001 0.4225
C 4.506519 -2.402546 3.901603 -0.007 -0.075 -0.065 -1.0241
C -1.183402 0.488663 2.559332 -0.163 -0.008 0.188 -2.4536
H -4.270950 -0.024703 -2.257870 -0.039 0.036 0.013 0.7406
H -0.794366 -5.338909 -0.682149 0.013 -0.010 -0.015 0.4478
O 3.952101 3.737301 1.747781 0.004 0.038 -0.012 -0.6269
C 4.574587 -0.110315 -0.084810 -0.120 0.090 0.112 -1.8585
O 5.353252 2.146109 1.329456 -0.024 0.029 0.008 -0.6578
C -2.501999 2.798440 -2.293751 0.086 -0.086 0.061 -0.0907
N -2.005178 -3.772157 -0.037287 -0.045 0.022 0.030 0.1942
C 4.916069 -0.739991 1.276787 -0.037 0.048 -0.103 -0.2611
C -1.776336 4.712857 -3.474849 -0.056 0.072 -0.003 -0.1272
H 0.793307 -0.994112 -1.327210 0.037 0.031 -0.006 -0.7900
O -1.002713 -1.769053 0.233356 0.164 -0.078 -0.030 -0.4751
Cl -3.866355 0.964295 2.641225 0.112 -0.233 0.080 -0.1526
C -3.507800 -0.253539 -4.691835 0.073 0.008 -0.024 -1.0138
H 6.327325 -3.004266 2.809325 -0.019 -0.017 0.079 0.4002
C -0.013663 0.231682 3.263991 -0.023 0.007 0.012 0.9173
C 5.242487 -3.099044 2.757702 -0.052 0.044 0.122 -0.5701
C 2.150471 0.382615 -0.493732 -0.193 -0.011 -0.132 0.2900
O -1.129658 -0.216051 -2.003402 0.093 0.045 0.008 -0.4187
H -3.820721 4.033939 -3.455819 0.013 -0.007 0.006 0.5199
H 1.415344 3.183381 0.858643 -0.014 -0.050 -0.022 0.8440
C 1.867854 -0.883914 -1.222124 -0.013 0.068 0.056 -0.0440
H -4.211419 -2.326562 -0.082843 -0.032 0.021 -0.045 0.5878
H 4.856959 -1.381258 4.047751 -0.006 -0.010 -0.008 0.2830
N -1.277083 2.538107 -1.830629 -0.149 0.306 0.086 1.0087
H -3.508420 -1.413829 1.264340 -0.040 0.016 0.122 0.2679
O -0.746081 3.336518 1.202281 -0.369 0.223 -0.083 -0.7059
N 4.242279 2.661469 1.276395 -0.024 -0.139 -0.010 1.0746
C -2.024570 -2.431769 0.137184 0.104 -0.020 0.108 0.4180
C -2.807215 3.860637 -3.123124 -0.020 -0.023 -0.041 -1.0958
```
Positions in Å, forces in eV/Å.

Calculated values
ΔE to the lowest compared entry with this formula, charge and spin	222.0	kJ/mol
frontier orbital gap	8.00	eV
F_max	0.5	eV/Å
total energy	-8105.612023	Eh